Here is a molecular structure, C24H21AgN4O from OMol25. Energies are from ωB97M-V/def2-TZVPD.

XYZ file:
```
51
Properties=species:S:1:pos:R:3:nbo_charge:R:1
H -1.6838 -3.4482 1.1134 0.22
C -0.9456 -3.3666 0.3299 -0.30
H 4.3482 0.4323 -2.5273 0.50
C -1.3686 -0.0389 2.7506 -0.21
C -0.8688 -0.9050 4.9316 -0.19
N -1.2391 -0.8733 7.4922 -0.31
H -0.9643 -5.3533 -0.6844 0.21
H -2.3064 2.6165 -0.8169 0.22
N 0.1220 0.4038 -1.3352 -0.38
N -0.5987 0.1515 -2.5849 -0.28
H 2.6859 3.6974 -1.4198 0.21
H -1.9311 0.6281 2.1093 0.23
H 0.5596 -2.5051 5.0032 0.23
C -3.0245 0.6673 -1.1685 -0.20
H -3.9864 0.8547 -0.7085 0.22
C -0.7691 1.4331 -1.8193 0.22
C -1.5711 -0.0190 4.1197 -0.15
C -1.6705 -0.7828 -2.5263 0.01
C -0.4629 -0.9287 2.1733 -0.05
N 0.6358 -2.4949 -1.0284 -0.65
C 2.7008 2.8522 -2.1147 -0.42
C -0.0741 0.2251 0.0508 0.07
C 1.3164 2.6020 -2.7130 -0.41
H 3.3902 3.1269 -2.9182 0.21
H 0.6812 3.5909 0.2239 0.21
H 0.3928 1.6929 1.6447 0.23
C 0.1081 2.6713 -1.7530 -0.25
C 0.0243 -1.8147 4.3656 -0.18
C -0.1906 -2.2364 0.0400 0.01
H 0.9492 -4.2242 -2.2170 0.19
H 2.6235 1.3458 -0.5689 0.20
H -3.5422 -1.3735 -1.8063 0.23
C 0.3976 2.6476 -0.2304 -0.20
H 1.3195 1.6202 -3.1902 0.23
H -0.4583 3.5855 -1.9562 0.21
H 4.2574 1.9050 -0.9520 0.18
C -0.5779 -4.3498 -0.6044 -0.34
C -0.2381 -0.9403 0.7087 0.03
H -1.4946 -1.6645 -3.1267 0.22
C 0.2313 1.5816 0.5801 -0.22
C -1.0738 -0.8890 6.3549 0.28
C 0.3978 -3.7767 -1.4041 -0.07
C -2.1022 1.6333 -1.2207 -0.21
C 0.2150 -1.8285 2.9975 -0.13
Ag 2.0966 -1.1809 -1.7405 0.79
H -2.2781 0.6694 4.5625 0.23
C 3.2808 1.6627 -1.3741 -0.07
O 3.4302 0.5150 -2.2588 -0.78
C -2.7854 -0.6015 -1.8183 -0.25
H 1.1489 3.3252 -3.5125 0.21
H 0.8934 -2.5414 2.5475 0.23
```

Computed properties:
**Net charge**: 0
**E_tot**: -1368.202864 Eh
**Energy relative to the best compared isomer or geometry (same formula, charge and spin)**: 443.5 kJ/mol
**Kohn-Sham gap**: 6.83 eV
**LUMO level**: -0.05 eV